ORCA calculation (ωB97M-V/def2-TZVPD) on a 2-piece molecular cluster, C4H9N2 overall in a non-equilibrium geometry.

- Multiplicity: 1
- E: -266.8743 Ha
- Net charge: +1
- Gap between HOMO and LUMO (spin up / spin down): 7.3 / 9.9 eV
- Max |F|: 4.05 eV Å⁻¹
- ΔE to the lowest compared entry with this formula, charge and spin: 141.2 kcal/mol

Atoms and positions in Å:
N  0.003  1.791  -1.483
N  0.085  -0.210  -0.112
C  -0.244  -1.268  -0.724
C  -0.106  1.541  -2.653
C  0.042  -0.727  2.190
C  0.461  0.347  1.174
H  -0.154  1.190  1.346
H  -0.260  -2.266  -0.067
H  -0.327  0.647  -3.229
H  0.634  -0.282  2.995
H  -1.045  -0.738  2.468
H  -0.422  -1.303  -1.797
H  -0.403  2.436  -3.316
H  1.463  0.636  1.211
H  0.271  -1.793  1.998

ORCA calculation (ωB97M-V/def2-TZVPD) on a 2-piece molecular cluster, C21H19ClNO9S overall in a non-equilibrium geometry.

- Multiplicity: 1
- E: -2401.8083 Ha
- Net charge: -1
- Gap between HOMO and LUMO: 4.2 eV
- Max |F|: 4.41 eV Å⁻¹

Atoms and positions in Å:
Cl  -3.098  -3.317  2.153
S  -1.946  -6.049  1.671
O  -1.866  -0.007  2.055
O  -2.740  -10.530  -3.229
O  -3.063  0.900  0.360
O  -2.514  -6.487  2.995
O  -1.666  -2.143  -1.928
O  2.566  -0.560  5.095
O  -3.042  -0.333  -1.784
O  -4.270  -11.244  -1.870
O  -0.507  -5.685  1.411
N  -3.376  -10.449  -2.174
C  -1.375  -0.798  -0.075
C  0.572  -1.178  1.454
C  -4.701  1.332  -1.321
C  -2.419  -7.349  0.521
C  -3.420  -8.244  0.834
C  -3.736  -9.257  -0.049
C  1.559  0.359  3.032
C  -3.056  -9.368  -1.245
C  1.628  -2.003  3.447
C  -2.296  1.974  -1.675
C  -0.214  -1.415  0.244
C  -2.884  -4.640  1.099
C  -3.241  0.926  -1.082
C  -2.033  -1.144  -1.336
C  0.971  -2.241  2.271
C  1.926  -0.700  3.870
C  -2.107  0.062  0.862
C  0.904  0.123  1.854
C  -2.056  -8.466  -1.554
C  2.779  0.766  5.515
C  -1.740  -7.455  -0.671
H  -1.264  1.672  -1.516
H  0.702  -3.246  1.986
H  1.908  -2.815  4.093
H  1.782  1.370  3.320
H  -4.502  -9.985  0.171
H  -2.448  2.941  -1.198
H  0.139  -2.148  -0.465
H  -4.917  1.406  -2.384
H  -4.922  2.283  -0.841
H  -2.460  2.079  -2.746
H  -3.929  -8.159  1.783
H  -5.349  0.573  -0.890
H  3.427  1.280  4.804
H  -1.531  -8.583  -2.488
H  1.823  1.283  5.612
H  -0.949  -6.753  -0.886
H  3.270  0.743  6.489
H  -3.261  -4.583  0.103
H  0.609  0.941  1.220

ORCA calculation (ωB97M-V/def2-TZVPD) on a 2-piece molecular cluster, C8H7IO2S overall in a non-equilibrium geometry.

- Multiplicity: 3
- E: -1155.1924 Ha
- Net charge: 0
- Gap between HOMO and LUMO (spin up / spin down): 9.0 / 6.8 eV
- Max |F|: 3.68 eV Å⁻¹

Atoms and positions in Å:
I  -5.133  -0.087  -0.080
S  -1.738  -0.819  0.695
O  -1.957  0.184  1.656
O  -2.069  -2.176  1.104
C  0.703  -1.597  -0.579
C  2.116  -0.694  1.619
C  2.146  -1.723  -0.514
C  -3.378  0.751  -2.560
C  2.857  -1.303  0.576
C  0.071  -0.939  0.422
C  0.783  -0.508  1.560
C  -3.560  0.013  -1.423
H  0.118  -0.066  2.301
H  -2.383  0.948  -2.936
H  2.596  -0.338  2.507
H  3.939  -1.387  0.603
H  2.712  -2.153  -1.251
H  -4.100  1.484  -2.825
H  0.314  -1.806  -1.592